(1)
DFT (wB97M-V/def2-TZVPD) results for a molecular structure, C3H5NOS2 at a distorted geometry.

Geometry as XYZ:
```
12
C3H5NOS2, DFT wB97M-V/def2-TZVPD
C -0.0734 -1.8419 0.1224
C -0.8270 -0.4655 0.0262
C 1.4437 0.8222 0.2612
H -0.8095 -2.6074 0.0916
H 0.5456 -1.6992 1.2062
H 0.5625 -1.9173 -0.7154
H -1.5722 1.8070 -0.6177
H 1.6637 1.9416 0.9088
N 0.0118 0.7709 -0.1489
O -0.5688 2.0689 0.0222
S -2.4421 -0.3159 -0.0193
S 2.4933 -0.3441 -0.1350
```

Its energy is -1043.5081 hartree. The calculation puts the lowest unoccupied orbital energy at -0.755 eV. The HOMO energy is -0.3325 Ha. The relative energy (zero: lowest compared OMol25 entry of this formula, charge and spin) comes out at 113.7 kcal/mol.


(2)
DFT (wB97M-V/def2-TZVPD) results for C3H5NS in the gas phase at a distorted geometry.

Geometry as XYZ:
```
10
C3H5NS, DFT wB97M-V/def2-TZVPD
C -1.8565 -0.3304 0.0884
C -0.5463 -0.5271 -0.3068
C 0.1902 0.8182 -0.2400
N 1.4408 0.9023 -0.0381
S 2.4835 -0.4231 -0.0975
H -2.5352 -1.1996 0.3710
H -2.2982 0.6877 0.2713
H -0.0310 -1.4822 -0.6226
H -0.2949 1.6965 -0.2834
H 3.4476 -0.1422 0.8577
```

Its energy is -570.1622 hartree. The calculation puts the lowest unoccupied orbital energy at 0.596 eV. The HOMO energy is -0.3141 Ha. The relative energy (zero: lowest compared OMol25 entry of this formula, charge and spin) comes out at 45.4 kcal/mol. Its structure (SMILES) is C=C/C=N\S.


(3)
DFT (wB97M-V/def2-TZVPD) results for C3H5NS in the gas phase at a distorted geometry.

Geometry as XYZ:
```
10
C3H5NS, DFT wB97M-V/def2-TZVPD
S -1.8871 -0.0026 -0.0323
C -0.2727 0.1510 -0.0361
C 1.0382 1.0922 0.0959
N 1.8882 -0.1781 -0.3616
C 0.8994 -1.0596 0.1944
H 0.9959 2.1971 -0.4123
H 1.4734 1.3302 1.2328
H 2.9372 -0.1287 -0.1081
H 1.0185 -1.1521 1.2210
H 0.5621 -2.0603 -0.4109
```

Its energy is -570.1072 hartree. The calculation puts the lowest unoccupied orbital energy at -0.440 eV. The HOMO energy is -0.3180 Ha. The relative energy (zero: lowest compared OMol25 entry of this formula, charge and spin) comes out at 79.9 kcal/mol. Its structure (SMILES) is S=C1CNC1.


(4)
DFT (wB97M-V/def2-TZVPD) results for C3H5NS in the gas phase at a distorted geometry.

Geometry as XYZ:
```
10
C3H5NS, DFT wB97M-V/def2-TZVPD
C 0.6566 0.1945 -0.1196
C -1.7417 1.0119 -0.0355
C 1.6377 -0.8486 -0.0278
N -0.5004 0.4208 0.0732
S -2.3989 -0.6820 0.0000
H -1.8374 1.7946 0.7706
H -1.7556 1.6419 -0.9883
H 1.4705 -1.9481 -0.2904
H 1.9762 -1.0404 1.1098
H 2.4929 -0.5446 -0.4921
```

Its energy is -570.1051 hartree. The calculation puts the lowest unoccupied orbital energy (alpha / beta) at -0.238 / -0.237 eV. The HOMO energy (alpha / beta) is -0.2808 / -0.2808 Ha. The relative energy (zero: lowest compared OMol25 entry of this formula, charge and spin) comes out at 81.2 kcal/mol.


(5)
DFT (wB97M-V/def2-TZVPD) results for C3H5NS in the gas phase at a distorted geometry.

Geometry as XYZ:
```
10
C3H5NS, DFT wB97M-V/def2-TZVPD
C -1.7006 -0.6714 -0.3213
C -0.6743 -0.2930 0.4698
C 0.2054 0.8012 0.1075
N 1.5326 0.8290 -0.0338
S 2.3500 -0.6558 0.0028
H -2.6421 -1.0362 0.1066
H -1.8052 -0.0439 -1.3776
H -0.6144 -0.6922 1.4725
H -0.1600 1.8625 0.0656
H 3.5086 -0.1002 -0.4921
```

Its energy is -570.1578 hartree. The calculation puts the lowest unoccupied orbital energy at 0.294 eV. The HOMO energy is -0.3264 Ha. The relative energy (zero: lowest compared OMol25 entry of this formula, charge and spin) comes out at 48.2 kcal/mol. Its structure (SMILES) is C=C/C=N\S.


(6)
DFT (wB97M-V/def2-TZVPD) results for 2 unconnected molecules or ions with the total composition C3H5NS2 at a distorted geometry.

Geometry as XYZ:
```
11
C3H5NS2, DFT wB97M-V/def2-TZVPD
C 1.4057 -2.2415 0.9426
C 0.6102 -1.3144 0.5031
C -1.0037 1.6553 -0.2057
N -1.1646 2.0170 -1.4186
S -1.4437 1.8818 1.2792
S 0.7679 -0.3986 -0.8484
H 1.1022 -2.6737 1.8118
H 2.1699 -2.7318 0.4327
H -0.3152 -0.8942 1.1210
H -1.6962 2.9731 -1.5862
H -0.4323 1.7270 -2.0316
```

Its energy is -968.3067 hartree. The calculation puts the lowest unoccupied orbital energy (alpha / beta) at -1.035 / -1.394 eV. The HOMO energy (alpha / beta) is -0.2861 / -0.2801 Ha. The relative energy (zero: lowest compared OMol25 entry of this formula, charge and spin) comes out at 86.8 kcal/mol.